Record 1
Entry from the OMol25 dataset: 2 unconnected molecules or ions with the total composition C4H12N2S2 (ωB97M-V/def2-TZVPD).

Cartesian coordinates (Å):
N (-3.72, 0.27, -0.59)
C (-2.63, -0.58, -0.12)
C (-1.75, 0.02, 0.98)
S (-0.79, 1.47, 0.63)
S (0.36, 0.76, -1.01)
C (1.50, -0.44, -0.67)
C (2.52, -0.15, 0.39)
N (3.92, 0.17, 0.07)
H (-3.34, 1.14, -0.95)
H (-4.39, 0.43, 0.13)
H (-1.96, -0.96, -0.88)
H (-3.01, -1.43, 0.50)
H (-1.13, -0.77, 1.39)
H (-2.48, 0.38, 1.75)
H (1.46, -1.44, -1.06)
H (2.36, 0.64, -1.81)
H (2.14, 0.72, 0.95)
H (2.59, -0.90, 1.16)
H (4.35, -0.45, -0.62)
H (4.00, 1.12, -0.25)

## Properties
Gap between HOMO and LUMO ... 7.690 eV
E_tot ... -28989.323 eV
Largest force on an atom ... 5.36 eV/A
LUMO level ... -0.45 eV
Charge ... 0
Energy relative to the best compared isomer or geometry (same formula, charge and spin) ... 92.9 kcal/mol
Spin multiplicity ... 1



Record 2
Entry from the OMol25 dataset: 2 unconnected molecules or ions with the total composition C4H12N3 (ωB97M-V/def2-TZVPD).

Cartesian coordinates (Å):
C (1.49, 2.14, 2.49)
N (0.30, -0.74, 0.61)
C (0.47, 0.48, 0.97)
N (1.02, 0.80, 2.14)
H (0.88, 2.58, 3.27)
H (1.48, 2.79, 1.63)
H (2.50, 2.05, 2.86)
H (0.81, -1.44, 1.13)
H (-0.01, -0.89, -0.40)
H (0.19, 1.25, 0.27)
H (1.32, 0.07, 2.80)
C (-0.61, -0.88, -3.18)
C (-2.01, -1.04, -1.26)
N (-0.82, -0.87, -1.73)
H (-0.04, -1.77, -3.52)
H (-0.05, 0.01, -3.50)
H (-1.57, -0.88, -3.73)
H (-2.16, -0.98, -0.18)
H (-2.89, -1.28, -1.87)

## Properties
Gap between HOMO and LUMO ... 11.279 eV
E_tot ... -8806.153 eV
Largest force on an atom ... 1.98 eV/A
LUMO level ... -2.95 eV
Charge ... +1
Energy relative to the best compared isomer or geometry (same formula, charge and spin) ... 36.5 kcal/mol
Spin multiplicity ... 1



Record 3
Entry from the OMol25 dataset: a gas-phase ion, C4H12N3 (charge +1) (ωB97M-V/def2-TZVPD).

Cartesian coordinates (Å):
C (-1.09, 0.35, -0.01)
C (-1.21, 1.83, -0.10)
C (2.46, -0.62, 0.03)
C (1.14, -0.50, -0.62)
N (-2.04, -1.76, 0.05)
N (-2.05, -0.53, -0.16)
N (0.09, -0.12, 0.59)
H (-0.44, 2.35, -0.63)
H (-1.01, 2.07, 0.96)
H (-2.10, 2.31, -0.26)
H (2.73, 0.38, 0.38)
H (2.52, -1.40, 0.77)
H (3.06, -0.81, -0.87)
H (0.93, -1.49, -1.10)
H (0.86, 0.36, -1.25)
H (-1.36, -2.11, 0.72)
H (-2.81, -0.17, -0.76)
H (0.46, 0.76, 1.03)
H (-0.14, -0.92, 1.23)

## Properties
Gap between HOMO and LUMO (alpha / beta) ... 8.863 / 8.864 eV
E_tot ... -8802.577 eV
Largest force on an atom ... 3.53 eV/A
LUMO level (alpha / beta) ... -3.42 / -3.42 eV
Charge ... +1
Energy relative to the best compared isomer or geometry (same formula, charge and spin) ... 118.9 kcal/mol
Spin multiplicity ... 1



Record 4
Entry from the OMol25 dataset: a gas-phase ion, C4H12N3 (charge +1) (ωB97M-V/def2-TZVPD).

Cartesian coordinates (Å):
C (-1.41, 0.32, 1.21)
C (-0.92, 0.90, -1.12)
C (1.71, 0.65, 0.02)
C (0.57, -1.51, -0.74)
N (-1.11, -0.04, 2.46)
N (-0.57, 0.43, 0.24)
N (0.63, -0.27, 0.34)
H (-2.42, 0.66, 1.10)
H (-0.54, 0.37, -1.95)
H (-1.99, 0.92, -1.14)
H (-0.73, 1.99, -1.19)
H (1.62, 0.92, -1.00)
H (1.84, 1.54, 0.70)
H (2.62, 0.10, 0.06)
H (-0.07, -2.30, -0.37)
H (0.23, -1.26, -1.72)
H (1.60, -1.84, -0.70)
H (-1.93, -0.30, 3.08)
H (-0.11, -0.34, 2.72)

## Properties
Gap between HOMO and LUMO ... 10.824 eV
E_tot ... -8804.728 eV
Largest force on an atom ... 3.46 eV/A
LUMO level ... -3.26 eV
Charge ... +1
Energy relative to the best compared isomer or geometry (same formula, charge and spin) ... 69.3 kcal/mol
Spin multiplicity ... 1
SMILES ... CN(C)/[N+](C)=C\N



> The lowest largest force on an atom belongs to which entry?

number 2